(1)
Molecular formula: C3H10P2
Method: DFT, the ωB97M-V functional and the def2-TZVPD basis

The multiplicity is 1.

Cartesian coordinates (Å):
C  -1.6859  -0.8322  0.3540
C  -0.7716  1.3742  -0.4359
C  -0.5219  0.0708  0.3673
P  2.6637  0.3457  0.2868
P  0.9675  -0.9344  -0.3866
H  -1.9617  -1.0181  -0.6558
H  -1.3045  -1.8262  0.5286
H  -2.4125  -0.4567  1.0414
H  -0.8069  0.9931  -1.5074
H  0.1696  2.0363  -0.5400
H  -1.5366  1.9967  -0.0284
H  -0.3123  0.1968  1.3648
H  3.5543  -0.7566  0.1297
H  2.8485  0.7246  -1.0980
H  1.1104  -1.9140  0.5795

Forces on the atoms, in the same order (eV/Å):
0.649 -1.055 -0.758
3.494 -0.920 -1.460
1.490 0.166 -2.242
-0.061 -0.323 -0.978
-0.830 1.407 -0.419
-1.289 0.549 -1.005
-0.333 -0.574 1.294
-0.967 -0.331 0.110
-1.075 0.867 1.072
-1.197 -0.901 0.710
-0.902 0.151 -0.220
0.919 0.965 2.378
0.004 0.208 0.075
0.191 0.104 0.689
-0.094 -0.312 0.754



(2)
Molecular formula: CH2N4O
Method: DFT, the ωB97M-V functional and the def2-TZVPD basis

The multiplicity is 1.

Cartesian coordinates (Å):
C  -0.2828  -0.5410  0.5475
H  -1.7923  0.2526  -0.9509
H  1.7268  -0.1375  1.2137
N  -0.8405  0.1905  -0.5278
N  -0.0828  1.1261  -0.9685
N  1.0829  0.8976  -0.5401
N  1.1030  -0.2511  0.2617
O  -0.8844  -1.3263  1.1094

Forces on the atoms, in the same order (eV/Å):
2.412 2.704 -5.708
0.938 -0.673 1.473
-1.723 -0.290 -3.511
-3.777 -0.227 -0.195
3.302 0.432 -0.735
1.217 1.325 0.151
-0.145 0.918 4.132
-2.224 -4.189 4.394



(3)
Molecular formula: C22H49N3O9S
Method: DFT, the ωB97M-V functional and the def2-TZVPD basis

The multiplicity is 1.

Cartesian coordinates (Å):
C  -2.5765  3.6445  1.2428
C  -1.3403  4.0702  0.4557
C  -0.0252  3.7297  1.1642
C  0.3405  2.2623  0.9699
C  1.4446  1.7725  1.8543
O  2.6909  2.5103  1.6131
S  3.8709  1.7432  2.3533
O  4.0799  2.2834  3.6468
O  4.9387  1.6121  1.4323
O  3.1039  0.3494  2.5300
C  1.9430  0.3607  1.6464
C  1.0035  -0.7677  1.9834
C  0.1587  -1.1928  0.8016
O  -1.0403  -1.2589  0.8602
N  0.9255  -1.5909  -0.3435
C  0.5147  -0.8686  -1.5497
C  0.8778  -3.0573  -0.5100
H  -2.5811  4.0594  2.2508
H  -3.4756  3.9780  0.7215
H  -2.6483  2.5569  1.3076
H  -1.3842  5.1323  0.2155
H  -1.3442  3.5313  -0.4984
H  -0.1076  3.9467  2.2329
H  0.7764  4.3470  0.7560
H  -0.5283  1.6336  1.1982
H  0.5926  2.0786  -0.0780
H  1.2205  1.9233  2.9160
H  2.3317  0.2689  0.6288
H  0.3481  -0.5106  2.8155
H  1.6139  -1.6350  2.2520
H  0.9099  -1.3931  -2.4169
H  -0.5742  -0.8036  -1.6495
H  0.9344  0.1385  -1.5548
H  0.4786  -3.5329  0.3872
H  1.8858  -3.4391  -0.6467
H  0.2279  -3.3531  -1.3363
C  8.6606  -5.0457  0.1290
O  7.8574  -6.0421  0.7255
C  7.8675  -6.0500  2.1471
C  6.5297  -5.6235  2.7104
N  6.2707  -4.2184  2.4440
C  4.9342  -3.7516  2.7842
C  3.7399  -4.3951  2.0874
O  3.6327  -4.0978  0.7063
C  4.4165  -4.9024  -0.1546
H  8.7102  -5.2682  -0.9355
H  8.2484  -4.0385  0.2575
H  9.6759  -5.0547  0.5375
H  8.6650  -5.4024  2.5245
H  8.0753  -7.0735  2.4702
H  6.5426  -5.7806  3.7940
H  5.7661  -6.2946  2.2922
H  6.4594  -4.0208  1.4707
H  4.8978  -2.6784  2.5809
H  4.7945  -3.8733  3.8642
H  2.8378  -3.9820  2.5487
H  3.7039  -5.4811  2.2373
H  4.5052  -5.9251  0.2223
H  5.4195  -4.4960  -0.3079
H  3.9143  -4.9278  -1.1226
C  -7.6000  5.7051  -4.5062
O  -8.2126  4.4563  -4.2680
C  -7.5417  3.3392  -4.8360
C  -6.9312  2.4584  -3.7683
N  -5.8270  3.1268  -3.0999
C  -5.2891  2.4321  -1.9366
C  -6.2134  2.1757  -0.7511
O  -6.5941  3.3384  -0.0399
C  -7.6758  4.0635  -0.5903
H  -8.3017  6.4733  -4.1863
H  -6.6657  5.8299  -3.9467
H  -7.3839  5.8472  -5.5698
H  -6.7734  3.6757  -5.5393
H  -8.2825  2.7573  -5.3907
H  -6.5548  1.5471  -4.2450
H  -7.7375  2.1595  -3.0840
H  -6.1148  4.0580  -2.8312
H  -4.4425  3.0186  -1.5696
H  -4.8868  1.4697  -2.2713
H  -5.6594  1.5624  -0.0360
H  -7.1037  1.6028  -1.0391
H  -8.4036  3.4003  -1.0670
H  -7.3520  4.8086  -1.3230
H  -8.1646  4.5889  0.2296

Forces on the atoms, in the same order (eV/Å):
-0.076 0.011 -0.345
0.081 -0.352 0.052
-0.022 0.056 -0.192
-0.153 -0.132 -0.069
0.408 0.249 0.196
-0.257 0.030 0.050
-0.157 -0.009 -0.014
0.090 0.004 0.140
0.180 -0.025 -0.067
-0.038 -0.037 -0.122
0.253 0.056 -0.147
-0.039 0.032 0.193
0.017 -0.257 0.011
0.005 0.243 -0.066
-0.103 0.122 -0.076
-0.031 -0.073 -0.013
0.042 -0.043 0.164
-0.013 0.019 0.009
-0.077 0.019 0.138
0.048 -0.004 0.136
0.003 0.044 0.103
-0.028 0.177 -0.099
0.036 0.082 0.007
0.069 0.008 0.133
0.001 0.001 -0.016
0.049 0.002 -0.025
-0.266 -0.069 -0.037
-0.175 -0.168 -0.068
0.053 -0.062 0.063
-0.006 -0.010 0.008
0.060 0.027 -0.007
-0.007 -0.045 -0.018
-0.024 0.038 0.041
0.030 0.020 0.037
-0.048 -0.020 -0.157
-0.030 0.062 -0.015
0.040 -0.026 -0.014
-0.065 0.058 -0.019
0.056 -0.038 0.045
-0.037 0.053 -0.010
-0.037 -0.074 -0.115
0.069 0.075 0.045
-0.086 0.030 0.043
0.147 -0.026 0.045
-0.061 0.029 -0.046
-0.010 0.002 0.000
0.007 -0.004 0.039
0.008 -0.002 -0.011
-0.034 0.024 0.019
0.026 0.000 -0.017
-0.023 0.006 0.002
0.008 -0.030 0.017
-0.001 0.011 -0.013
-0.008 0.000 0.022
-0.005 -0.016 -0.003
-0.015 -0.024 -0.017
0.072 -0.003 -0.008
0.010 -0.007 0.001
0.019 -0.028 0.041
-0.005 -0.010 0.007
-0.028 0.018 -0.035
0.039 0.006 0.077
-0.010 -0.024 -0.078
0.035 0.002 0.041
-0.086 0.049 0.039
0.074 0.097 -0.066
0.050 -0.126 0.076
0.038 0.054 -0.084
-0.027 0.009 0.092
0.001 -0.004 0.010
0.015 -0.027 -0.023
-0.006 0.011 -0.003
0.028 -0.020 0.027
-0.006 0.024 -0.016
0.005 -0.011 0.024
-0.016 -0.018 -0.021
-0.012 0.001 0.016
0.024 -0.035 -0.005
-0.029 -0.023 0.020
-0.018 0.004 0.013
-0.016 0.051 -0.048
-0.003 0.001 -0.010
-0.003 -0.027 -0.029
-0.002 -0.006 0.000



We obtain HOMO-LUMO gap values of 9.62 10.60 9.39 eV for the records listed above, in that order.
We obtain highest occupied orbital energy values of -8.6 -9.9 -8.8 eV for the records listed above, in that order.
We obtain E_LUMO values of 1.02 0.67 0.64 eV for the records listed above, in that order.